--- 1 ---
{
  "formula": "C4H6ClNOS",
  "method": "wB97M-V/def2-TZVPD",
  "symbols": ["C", "C", "C", "C", "H", "H", "H", "H", "H", "H", "N", "O", "S", "Cl"],
  "xyz": [[-1.441, -0.567, -2.324], [0.031, -0.406, -2.108], [0.676, 0.015, -1.065], [0.115, -0.186, 0.454], [-2.119, 0.253, -2.728], [-2.168, -0.998, -1.583], [-1.474, -1.581, -2.949], [0.697, -0.686, -3.097], [-1.815, 0.806, -0.275], [-1.090, 1.262, 3.039], [-1.098, 0.486, 0.735], [0.655, -0.591, 1.442], [-1.717, 0.143, 2.239], [2.448, 0.402, -0.862]],
  "mulliken_charge": [-1.2254, 0.1816, -0.1441, 0.6691, 0.3084, 0.4280, 0.2732, 0.2525, 0.2966, 0.1448, -0.3180, -0.5029, -0.1883, -0.1754],
  "orbital_gap_ha": 0.3492,
  "homo_ha": -0.33883
}



--- 2 ---
{
  "formula": "C4H6ClNOS",
  "method": "wB97M-V/def2-TZVPD",
  "symbols": ["Cl", "N", "C", "C", "S", "C", "C", "O", "H", "H", "H", "H", "H", "H"],
  "xyz": [[0.380, -2.034, 1.276], [0.507, -0.536, 0.406], [1.053, -0.674, -0.929], [1.017, 0.742, -1.475], [-0.585, 1.436, -0.895], [-0.717, 0.189, 0.357], [-1.503, 0.357, 1.786], [-1.923, -0.413, 0.659], [0.459, -1.359, -1.552], [2.075, -1.051, -0.845], [1.816, 1.350, -1.053], [1.043, 0.781, -2.559], [-2.019, 1.316, 1.798], [-1.604, -0.104, 3.026]],
  "mulliken_charge": [-0.1121, -0.1969, -0.5370, -0.5173, -0.1287, 0.6645, -0.5157, -0.3795, 0.3305, 0.3325, 0.2970, 0.3665, 0.2489, 0.1473],
  "orbital_gap_ha": 0.3463,
  "smiles": "ClN1CCS[C@]12CO2",
  "homo_ha": -0.32592
}



Most stable to least stable, the ends of the list are 2 and 1.



--- 1 ---
{
  "formula": "C4H10N3O",
  "method": "wB97M-V/def2-TZVPD",
  "symbols": ["C", "C", "C", "C", "N", "N", "N", "O", "H", "H", "H", "H", "H", "H", "H", "H", "H", "H"],
  "xyz": [[-0.798, 1.792, -0.488], [0.696, 1.352, -0.417], [0.846, -0.039, 0.073], [-1.895, -1.383, -0.399], [-1.590, 0.876, -0.180], [-1.246, -0.263, 0.230], [1.069, -0.048, 1.541], [1.477, -0.945, -0.646], [-1.156, 2.771, -0.729], [1.152, 1.354, -1.396], [0.999, 2.126, 0.322], [-2.500, -1.929, 0.384], [-2.592, -1.151, -1.181], [-1.131, -2.023, -0.939], [1.845, 0.544, 1.645], [1.429, -0.926, 1.887], [0.204, 0.220, 1.871], [0.913, -1.730, -0.797]],
  "mulliken_charge": [-0.2926, -0.6539, 0.2071, -0.7314, -0.3904, 0.0540, -0.1273, -0.4690, 0.4721, 0.3604, 0.3775, 0.2600, 0.3453, 0.2189, 0.3281, 0.3241, 0.3392, 0.3779],
  "orbital_gap_ha": 0.3322,
  "charge": 1,
  "homo_ha": -0.46074
}



--- 2 ---
{
  "formula": "C4H10N3O",
  "method": "wB97M-V/def2-TZVPD",
  "symbols": ["N", "C", "O", "N", "N", "C", "C", "C", "H", "H", "H", "H", "H", "H", "H", "H", "H", "H"],
  "xyz": [[-1.402, -1.681, -0.151], [-1.511, -0.347, 0.005], [-2.746, 0.152, -0.122], [-0.450, 0.484, 0.060], [-0.708, 1.912, 0.188], [0.911, 0.193, 0.500], [1.647, -1.107, 0.084], [2.006, 0.215, -0.548], [-0.710, -2.071, -0.767], [-2.361, -1.980, -0.281], [-2.556, 1.099, -0.006], [-0.005, 2.444, -0.227], [-0.946, 2.244, 1.090], [0.993, 0.877, 1.323], [1.108, -1.971, -0.289], [2.190, -1.472, 0.912], [2.867, 0.636, -0.286], [1.673, 0.370, -1.484]],
  "mulliken_charge": [-0.3805, 0.6329, -0.3982, 0.3536, -0.8822, -0.1442, -0.5549, -0.6246, 0.2145, 0.3075, 0.4062, 0.2562, 0.2707, 0.4633, 0.1674, 0.2544, 0.3550, 0.3029],
  "orbital_gap_ha": 0.3985,
  "charge": 1,
  "smiles": "N/C(O)=[N+](/N)C1CC1",
  "homo_ha": -0.52616
}



Most stable to least stable, the ends of the list are 2 and 1.